Here is an isolated molecule of C3H7NOS from the OMol25 dataset. Energies are from the ωB97M-V functional and the def2-TZVPD basis.

XYZ file:
```
13
Properties=species:S:1:pos:R:3
C 0.5125 -1.3237 0.4564
C 0.2757 -0.2246 -0.5980
O 1.3080 0.7292 -0.4862
C -1.0612 0.4326 -0.1590
N -0.8662 1.6264 0.3123
S -2.5212 -0.2838 -0.3226
H -0.3085 -2.0505 0.3735
H 0.5023 -0.9896 1.5167
H 1.4696 -1.7492 0.2622
H 0.2503 -0.6145 -1.5937
H 2.0478 0.4160 -0.9953
H -1.6811 2.1309 0.6784
H 0.0719 1.9008 0.5553
```

Calculated values
Energy above the lowest of the compared OMol25 structures with the same formula, charge and spin = 15.75 kcal per mole
HOMO level = -8.27 eV
Orbital gap = 8.87 eV
SMILES = C[C@H](O)C(N)=S
E_tot = -646.68687 a.u.

From a Mulliken analysis of the wavefunction, the atomic charges in e read: C -1.174; C 0.262; O -0.582; C 0.017; N -0.293; S -0.345; H 0.357; H 0.270; H 0.353; H 0.326; H 0.334; H 0.224; H 0.251

***

Here is a structure of composition C48H60BrIN4S3TeTl from the OMol25 dataset. Energies are from the ωB97M-V functional and the def2-TZVPD basis.

XYZ file:
```
119
Properties=species:S:1:pos:R:3
Tl 0.2074 -0.3628 0.1504
C 3.2738 5.2054 -2.1246
C 2.7666 4.9029 -0.7077
C 2.6804 3.4328 -0.4287
C 3.6428 2.6153 0.0814
C 5.0183 2.9757 0.5521
C 6.1115 2.6650 -0.4834
C 3.0858 1.2759 0.0930
N 1.8022 1.3045 -0.3581
C 1.5365 2.5890 -0.7223
C 0.3797 3.0159 -1.3629
C -0.6725 2.2216 -1.8076
C -1.8018 2.7008 -2.5839
C -1.9689 4.0938 -3.1126
C -2.5170 5.0834 -2.0751
C -2.6101 1.6260 -2.7942
C -1.9557 0.4874 -2.1853
C -2.3970 -0.8303 -2.2993
C -1.6933 -1.9807 -1.9657
N -0.4183 -1.9854 -1.5147
C -0.0941 -3.2694 -1.2497
C 1.1017 -3.6924 -0.6702
C 2.1522 -2.9131 -0.2006
N 2.2197 -1.5601 -0.2832
C 3.3753 -1.1835 0.3147
C 3.7920 0.1332 0.4592
C 4.0883 -2.3531 0.8123
C 3.3250 -3.4296 0.4958
C 3.4988 -4.8478 0.9541
C 2.7361 -5.0854 2.2669
C 5.3681 -2.3221 1.5873
C 6.6050 -2.2385 0.6848
C -1.2144 -4.1461 -1.5750
C -2.2119 -3.3409 -2.0227
C -3.5940 -3.7183 -2.4559
C -3.7235 -3.8232 -3.9814
C -1.2427 -5.6229 -1.3430
C -0.5135 -6.4181 -2.4361
N -0.8086 0.8888 -1.5744
C -3.9301 1.6007 -3.5013
C -3.8006 1.3085 -5.0040
H 3.2735 6.2803 -2.3285
H 2.6450 4.7093 -2.8677
H 4.2929 4.8325 -2.2525
H 1.7843 5.3611 -0.5721
H 3.4343 5.3677 0.0210
H 5.2341 2.4346 1.4770
H 5.0458 4.0393 0.7979
H 6.0868 1.6099 -0.7645
H 7.1047 2.8932 -0.0860
H 5.9643 3.2545 -1.3915
H 0.3200 4.0732 -1.6046
H -2.6391 4.0724 -3.9754
H -1.0037 4.4532 -3.4769
H -3.5417 4.8237 -1.7936
H -2.5215 6.1029 -2.4715
H -1.9088 5.0732 -1.1651
H -3.3902 -0.9696 -2.7157
H 1.1979 -4.7616 -0.5083
H 4.7721 0.2870 0.9002
H 4.5591 -5.0656 1.0968
H 3.1292 -5.5345 0.1886
H 3.1201 -4.4268 3.0500
H 2.8337 -6.1220 2.6061
H 1.6769 -4.8487 2.1420
H 5.4348 -3.2156 2.2127
H 5.3562 -1.4683 2.2689
H 6.6755 -3.1216 0.0453
H 7.5213 -2.1700 1.2777
H 6.5516 -1.3611 0.0351
H -4.3059 -2.9808 -2.0795
H -3.8645 -4.6744 -2.0036
H -3.3944 -2.8972 -4.4597
H -4.7574 -4.0168 -4.2803
H -3.0991 -4.6346 -4.3632
H -2.2793 -5.9617 -1.2834
H -0.7881 -5.8365 -0.3723
H -0.9868 -6.2619 -3.4085
H -0.5300 -7.4894 -2.2158
H 0.5302 -6.1028 -2.5160
H -4.4306 2.5599 -3.3567
H -4.5667 0.8420 -3.0421
H -3.1808 2.0645 -5.4923
H -4.7783 1.2975 -5.4931
H -3.3251 0.3375 -5.1616
C -3.6323 3.2222 4.1623
C -2.1120 3.3588 4.1962
S -1.2204 2.5885 2.8308
C -1.8902 3.4864 1.4052
C -3.1872 2.9151 0.7765
S -3.2188 1.0970 0.8401
C -4.8673 0.7331 1.4796
C -5.3444 1.4740 2.7323
S -4.2152 1.4984 4.1521
H -4.0417 3.7238 3.2867
H -4.0521 3.7035 5.0473
H -1.7069 2.8650 5.0816
H -1.8463 4.4181 4.2412
H -1.0887 3.4316 0.6673
H -2.0251 4.5349 1.6844
H -3.2431 3.2140 -0.2701
H -4.0731 3.2902 1.2880
H -4.7935 -0.3371 1.6849
H -5.6079 0.8834 0.6894
H -6.2485 0.9765 3.0875
H -5.6188 2.5045 2.5076
Te -0.7613 -1.7054 2.1922
Br 3.4587 0.7389 6.5594
C 3.3507 2.2155 5.3675
C 3.9196 3.4112 5.7937
C 3.8876 4.5223 4.9645
C 3.3050 4.4263 3.7076
C 2.7384 3.2284 3.2942
C 2.7468 2.0993 4.1181
I 1.6573 0.4117 3.4395
H 4.3905 3.4616 6.7670
H 4.3198 5.4567 5.3028
H 3.2897 5.2849 3.0445
H 2.2789 3.1541 2.3143
```

Calculated values
Energy above the lowest of the compared OMol25 structures with the same formula, charge and spin = 2.60 kcal per mole
HOMO level = -3.65 eV
Charge = -1
Orbital gap = 5.37 eV
E_tot = -6590.96469 a.u.

Mulliken population analysis, charges in e, atoms 1 to 99: Tl 2.309; C -1.237; C -1.342; C 0.958; C 1.112; C -1.264; C -1.237; C -0.407; N -0.468; C 0.059; C -0.658; C 0.274; C 0.930; C -1.009; C -1.051; C 1.083; C -0.753; C -0.583; C 0.191; N -0.693; C 0.168; C -0.130; C -0.139; N -0.695; C -0.271; C -0.181; C 0.725; C 0.287; C -1.126; C -1.054; C -0.931; C -1.175; C 0.702; C 0.417; C -0.923; C -1.101; C -1.073; C -1.150; N -0.259; C -1.328; C -1.235; H 0.410; H 0.248; H 0.244; H 0.414; H 0.354; H 0.361; H 0.437; H 0.225; H 0.408; H 0.244; H 0.287; H 0.387; H 0.410; H 0.259; H 0.462; H 0.123; H 0.305; H 0.107; H 0.386; H 0.469; H 0.430; H 0.285; H 0.388; H 0.239; H 0.416; H 0.344; H 0.314; H 0.388; H 0.232; H 0.345; H 0.386; H 0.232; H 0.390; H 0.259; H 0.384; H 0.377; H 0.273; H 0.387; H 0.280; H 0.438; H 0.423; H 0.306; H 0.403; H 0.244; C -0.481; C -0.999; S 0.293; C -0.034; C -0.570; S 0.165; C -0.778; C -0.827; S -0.067; H 0.176; H 0.465; H 0.415; H 0.347; H -0.818

***

Here is a cluster of 4 separate species, C37H65INO13P in total from the OMol25 dataset. Energies are from the ωB97M-V functional and the def2-TZVPD basis.

XYZ file:
```
118
Properties=species:S:1:pos:R:3
H -3.4810 -2.1424 -1.3803
N -3.4945 -1.5063 -2.1780
C -2.6499 -1.8985 -3.0377
C -2.4475 -1.1311 -4.2936
C -1.8163 -3.1370 -2.8713
C -0.4689 -2.8085 -2.3237
O -0.0513 -1.7120 -2.2273
O 0.2582 -3.8637 -1.8525
C 1.1055 -4.6075 -2.7513
C 1.9570 -3.7350 -3.6671
C 2.7774 -2.6523 -2.9704
O 2.7353 -1.5155 -3.8057
C 3.3657 -0.3411 -3.3066
C 2.3158 0.7210 -2.9970
O 2.6970 1.5513 -1.8941
C 2.1976 1.2358 -0.6503
C 3.0938 1.1208 0.4102
C 2.6290 0.8822 1.7106
C 1.2670 0.7392 1.9886
C 0.6896 0.5423 3.3856
C -0.2941 -0.6300 3.4117
C -0.1238 1.8221 3.6751
C 1.7464 0.4754 4.5055
C 2.4721 -0.8339 4.8868
C 3.7325 -0.3911 5.6634
C 1.6627 -1.6977 5.8487
C 2.9253 -1.6827 3.7032
C 0.3845 0.8220 0.8925
C 0.8346 1.0733 -0.4040
C 2.0353 -5.3679 -1.8176
C 1.3365 -6.2575 -0.7907
C 1.8619 -6.0334 0.6208
I 1.5703 -8.3470 -1.2300
P 0.0917 -5.6766 -3.9439
C -1.2551 -6.5111 -3.0004
C 1.1866 -6.9570 -4.6536
H -2.4545 -1.7964 -5.1515
H -3.2391 -0.4016 -4.3946
H -1.4890 -0.6236 -4.2705
H -1.6564 -3.6152 -3.8375
H -2.3111 -3.8617 -2.2332
H 2.6339 -4.4243 -4.1640
H 1.3593 -3.2905 -4.4552
H 3.8149 -2.9731 -2.8618
H 2.3722 -2.4286 -1.9846
H 4.0404 0.0216 -4.0738
H 3.9365 -0.5536 -2.4057
H 2.2384 1.3989 -3.8389
H 1.3610 0.2389 -2.8408
H 4.1474 1.2561 0.2318
H 3.3591 0.8168 2.4970
H 0.0663 -1.5096 2.8922
H -1.2082 -0.3316 2.9088
H -0.5820 -0.8607 4.4296
H -0.9767 1.8713 3.0067
H 0.4742 2.7075 3.4872
H -0.5145 1.8109 4.6877
H 2.5150 1.2095 4.2899
H 1.2559 0.8281 5.4084
H 4.0357 -1.1253 6.4008
H 4.5465 -0.1565 4.9867
H 3.5131 0.5193 6.2156
H 1.3135 -1.1148 6.6941
H 0.8258 -2.1931 5.3702
H 2.3070 -2.4830 6.2310
H 3.1215 -2.6949 4.0440
H 2.2008 -1.7390 2.9002
H 3.8519 -1.3150 3.2791
H -0.6754 0.7075 1.0477
H 0.1282 1.1625 -1.2136
H 2.6044 -4.6313 -1.2558
H 2.7500 -5.9342 -2.4022
H 0.2779 -6.0520 -0.7752
H 2.7963 -6.5576 0.7759
H 1.1387 -6.3582 1.3584
H 2.0348 -4.9724 0.7524
H -2.1589 -6.4069 -3.5827
H -1.3767 -6.0434 -2.0321
H -1.0391 -7.5643 -2.8660
H 1.1207 -6.9021 -5.7296
H 2.2267 -6.8387 -4.3689
H 0.8808 -7.9385 -4.3104
C 1.8852 4.6911 -0.8491
O 2.1930 5.0189 0.5104
C 1.6248 6.1354 0.9529
O 0.9010 6.8616 0.3210
O 1.9885 6.3153 2.2226
C 1.4410 7.4901 2.8273
H 2.4076 3.7691 -1.0690
H 0.8141 4.5414 -0.9720
H 2.2293 5.4747 -1.5217
H 0.3542 7.4461 2.8356
H 1.7697 8.3833 2.3006
H 1.8099 7.5110 3.8475
C -5.9752 -1.9163 -4.2425
O -7.0937 -1.3167 -4.9096
C -7.6252 -2.0656 -5.8697
O -7.2502 -3.1600 -6.2044
O -8.6484 -1.3992 -6.4046
C -9.3159 -2.0962 -7.4589
H -5.6427 -1.2099 -3.4917
H -6.2763 -2.8454 -3.7615
H -5.1742 -2.1099 -4.9524
H -9.7342 -3.0326 -7.0958
H -8.6325 -2.2933 -8.2822
H -10.1135 -1.4382 -7.7894
C -0.7442 10.5001 7.8511
O -1.7544 10.6222 6.8460
C -1.3675 10.2395 5.6313
O -0.2776 9.8192 5.3396
O -2.3895 10.4018 4.7954
C -2.1126 10.0236 3.4430
H -1.2020 10.8447 8.7728
H -0.4318 9.4635 7.9568
H 0.1151 11.1215 7.6085
H -1.8560 8.9681 3.3848
H -1.3027 10.6240 3.0344
H -3.0275 10.2114 2.8907
```

Calculated values
HOMO level = -8.35 eV
Orbital gap = 8.70 eV
SMILES = [H]/N=C(/C)CC(=O)O[C@@](CCOCCOc1ccc(C(C)(C)CC(C)(C)C)cc1)(C[C@H](C)I)P(C)C.COC(=O)OC.COC(=O)OC.COC(=O)OC
E_tot = -3120.73147 a.u.

Mulliken population analysis, charges in e, atoms 1 to 99: H 0.224; N -0.737; C 0.804; C -1.581; C -0.516; C 0.169; O -0.221; O -0.297; C 1.524; C -1.838; C -0.887; O -0.327; C -0.726; C 0.040; O -0.557; C -0.136; C -1.195; C -0.019; C 0.338; C 3.231; C -2.130; C -2.254; C -2.898; C 2.800; C -1.913; C -2.023; C -1.797; C -0.696; C -0.568; C -1.461; C 0.058; C -1.409; I 0.056; P 0.099; C -1.080; C -1.095; H 0.392; H 0.423; H 0.291; H 0.173; H 0.463; H 0.768; H 0.483; H 0.474; H 0.424; H 0.283; H 0.419; H 0.301; H -0.166; H 0.510; H 0.493; H 0.231; H 0.563; H 0.456; H 0.413; H 0.515; H 0.550; H 0.619; H 0.525; H 0.424; H 0.388; H 0.424; H 0.386; H 0.407; H 0.584; H 0.514; H 0.178; H 0.367; H 0.374; H 0.791; H 0.412; H 0.709; H 0.159; H 0.448; H 0.424; H 0.275; H 0.378; H 0.314; H 0.373; H 0.388; H 0.375; H 0.318; C -0.444; O -0.269; C 0.743; O -0.564; O -0.319; C -0.590; H -0.028; H 0.293; H 0.396; H 0.241; H 0.314; H 0.253; C -0.588; O -0.334; C 0.750; O -0.548; O -0.324

***

Here is a structure of composition C6H9NSSn from the OMol25 dataset. Energies are from the ωB97M-V functional and the def2-TZVPD basis.

XYZ file:
```
18
Properties=species:S:1:pos:R:3
Sn 0.8660 0.8550 -0.8328
C 2.7055 2.1585 -2.5164
H 1.6744 2.3611 -2.8398
H 3.1297 3.0239 -2.0021
H 3.3082 1.8513 -3.3777
H 2.7838 1.2202 -1.7675
H 2.4633 0.1029 -0.8761
S -0.7069 -0.7889 -1.7291
C -1.1307 -0.9243 -0.0715
C -2.1859 -1.7105 0.4174
C -2.4587 -1.7164 1.7810
C -1.6570 -0.9570 2.6352
C -0.6120 -0.1960 2.1082
N -0.3574 -0.1624 0.7668
H -2.7466 -2.2751 -0.3223
H -3.2859 -2.3083 2.1646
H -1.8258 -0.9369 3.7119
H 0.0359 0.4030 2.7503
```

Calculated values
Energy above the lowest of the compared OMol25 structures with the same formula, charge and spin = 16.12 kcal per mole
HOMO level (alpha / beta) = -18.00 / -18.39 eV
Charge = +2
Orbital gap (alpha / beta) = 5.80 / 6.94 eV
E_tot = -900.48535 a.u.

From a Mulliken analysis of the wavefunction, the atomic charges in e read: Sn 0.698; C -0.772; H 0.214; H 0.371; H 0.347; H 0.019; H 0.216; S -0.094; C 0.876; C -0.386; C -0.232; C -0.458; C -0.146; N -0.400; H 0.435; H 0.466; H 0.413; H 0.436